# 1
{
  "formula": "C5H7N2O3P",
  "method": "the ωB97M-V functional and the def2-TZVPD basis",
  "de_lowest_kcal_mol": 0.0,
  "total_energy_ev": -23709.1413,
  "species": ["C", "C", "C", "C", "C", "N", "N", "O", "O", "O", "P", "H", "H", "H", "H", "H", "H", "H"],
  "coordinates": [[-2.134, 0.182, 1.499], [-0.067, 0.157, 2.613], [-1.481, 0.245, -1.931], [2.580, 0.068, -0.320], [-0.691, 0.369, 1.378], [-3.216, -0.035, 1.746], [0.377, -0.004, 3.651], [0.579, -2.383, 0.020], [-1.065, -0.937, -1.223], [1.252, -0.014, -0.856], [0.150, -1.029, -0.258], [-1.175, 1.155, -1.454], [-2.613, 0.168, -1.990], [-1.092, 0.326, -3.034], [3.164, 0.656, -0.993], [3.142, -0.865, -0.255], [2.658, 0.633, 0.636], [-0.370, 1.310, 0.769]],
  "forces_ev_per_a": [[2.6, 0.4, -0.4], [0.4, 0.2, 0.4], [-1.3, -0.2, -2.3], [0.8, 0.5, 0.8], [0.5, -0.2, -4.4], [-2.2, -0.3, 0.2], [0.6, -0.2, 0.9], [0.1, -0.2, 0.7], [0.0, 0.5, -0.8], [-0.6, -0.6, 0.5], [-0.1, 2.1, 1.2], [0.1, 0.4, 0.5], [1.5, 0.3, 0.2], [-0.4, -0.7, 2.2], [0.1, 0.5, -0.8], [-0.7, -0.3, 0.2], [-0.6, -0.7, -0.4], [-0.7, -1.5, 1.6]]
}



# 2
{
  "formula": "C20H25F15O10",
  "method": "the ωB97M-V functional and the def2-TZVPD basis",
  "de_lowest_kcal_mol": 74.1,
  "smiles": "CCOC(=O)C(F)(F)F.CCOC(=O)C(F)(F)F.CCOC(=O)C(F)(F)F.CCOC(=O)C(F)(F)F.CCOC(=O)C(F)(F)F",
  "total_energy_ev": -82381.5935,
  "species": ["C", "C", "O", "C", "O", "C", "F", "F", "F", "H", "H", "H", "H", "H", "C", "C", "O", "C", "O", "C", "F", "F", "F", "H", "H", "H", "H", "H", "C", "C", "O", "C", "O", "C", "F", "F", "F", "H", "H", "H", "H", "H", "C", "C", "O", "C", "O", "C", "F", "F", "F", "H", "H", "H", "H", "H", "C", "C", "O", "C", "O", "C", "F", "F", "F", "H", "H", "H", "H", "H"],
  "coordinates": [[0.022, -3.200, 2.118], [0.294, -4.590, 1.636], [1.630, -4.713, 1.109], [2.340, -5.784, 1.160], [1.953, -6.855, 1.635], [3.770, -5.526, 0.613], [4.731, -5.975, 1.458], [3.920, -6.226, -0.519], [4.038, -4.212, 0.498], [0.736, -2.780, 2.826], [-0.930, -3.058, 2.628], [0.017, -2.552, 1.242], [-0.461, -5.029, 0.983], [0.194, -5.228, 2.514], [-0.328, -2.375, -5.242], [-1.352, -3.522, -5.157], [-1.689, -4.096, -6.385], [-2.570, -3.505, -7.253], [-3.230, -2.478, -7.003], [-2.661, -4.223, -8.618], [-1.816, -5.246, -8.806], [-3.819, -4.833, -8.599], [-2.608, -3.362, -9.639], [-0.748, -1.536, -5.797], [0.608, -2.641, -5.734], [-0.104, -2.020, -4.237], [-2.228, -3.262, -4.562], [-0.919, -4.358, -4.609], [4.201, 8.457, 4.779], [3.863, 7.820, 3.475], [2.471, 7.199, 3.491], [2.151, 6.287, 2.575], [2.751, 6.198, 1.498], [1.055, 5.302, 3.010], [0.028, 5.393, 2.201], [1.473, 4.077, 2.964], [0.704, 5.654, 4.285], [4.087, 7.667, 5.522], [3.585, 9.282, 5.136], [5.223, 8.835, 4.802], [4.606, 7.045, 3.293], [3.955, 8.638, 2.761], [2.634, 0.618, 1.943], [2.552, -0.514, 0.930], [1.248, -0.739, 0.299], [1.001, 0.009, -0.760], [1.782, 0.840, -1.253], [-0.319, -0.213, -1.419], [-0.941, -1.396, -1.060], [-1.174, 0.748, -1.116], [-0.152, -0.231, -2.799], [2.541, 1.649, 1.602], [3.637, 0.632, 2.369], [1.805, 0.614, 2.651], [2.650, -1.314, 1.663], [3.418, -0.502, 0.267], [-4.261, 3.292, 1.968], [-3.417, 2.078, 1.646], [-4.374, 1.122, 1.178], [-4.031, -0.186, 1.002], [-2.843, -0.564, 1.014], [-5.203, -1.101, 0.653], [-5.672, -0.702, -0.429], [-4.763, -2.381, 0.485], [-6.103, -1.044, 1.575], [-3.532, 4.083, 2.141], [-4.951, 3.114, 2.792], [-4.916, 3.430, 1.108], [-2.947, 1.644, 2.528], [-2.610, 2.345, 0.964]],
  "forces_ev_per_a": [[0.0, 1.3, -1.0], [-0.5, -1.6, 2.1], [-0.5, 2.3, -0.8], [-1.2, -3.1, 2.0], [1.4, 2.0, -1.3], [0.9, -0.5, 1.0], [-0.8, -0.1, -0.1], [0.0, 0.9, -0.1], [-0.4, -0.6, -0.9], [0.4, -0.5, -0.1], [-0.2, -0.6, -0.3], [-0.1, 0.3, 0.2], [0.3, 0.5, -0.6], [0.5, -0.4, 0.0], [-0.7, 0.0, -0.2], [0.8, 0.4, 1.6], [-1.4, -0.1, -3.1], [0.1, 3.3, 2.6], [2.0, -3.4, -1.0], [0.2, -0.7, 0.4], [1.1, 0.9, 0.0], [-2.2, -0.1, -0.3], [0.2, -0.3, 0.4], [-0.1, 0.0, 0.0], [-0.1, -0.3, 0.0], [0.0, -0.1, -0.1], [-0.2, 0.4, -0.4], [0.2, 0.0, -0.1], [-0.7, -0.6, 1.7], [-0.5, 0.4, -0.8], [1.0, 0.3, 0.7], [3.4, 1.1, -2.6], [-1.8, -0.4, 2.3], [0.2, 2.3, 1.1], [-1.1, 0.3, -0.3], [0.7, -1.4, 0.4], [-0.3, -0.9, -0.9], [0.3, 0.1, 0.4], [-0.3, 0.0, -0.5], [0.1, -0.3, -0.3], [-0.4, -0.1, -0.4], [-0.5, -0.6, -0.8], [-0.7, 1.9, -0.7], [0.2, -0.1, 1.8], [0.5, 0.5, -0.1], [3.7, 2.2, -0.8], [-2.1, -2.1, 1.4], [-2.0, -1.8, -1.6], [1.2, 1.2, -0.6], [0.1, 0.4, -0.1], [-0.3, 0.0, 2.0], [0.1, 0.0, -0.9], [-0.2, -0.5, 0.5], [0.4, -0.7, 0.5], [-0.1, -0.9, -0.9], [-0.6, -0.1, -0.5], [0.2, -0.6, -0.3], [-0.1, -0.1, 1.0], [-0.7, -2.4, -0.8], [5.1, 1.1, 0.4], [-3.6, 0.8, 0.2], [3.4, -1.2, 1.9], [-2.2, 1.3, -4.4], [-0.4, 0.7, 0.5], [-1.6, -0.4, 1.7], [-0.6, 0.5, 0.1], [0.4, 0.1, 0.3], [0.3, 0.6, -0.1], [0.1, 0.1, 0.1], [-0.3, -0.5, -0.5]]
}